# 1
ORCA calculation (ωB97M-V with the def2-TZVPD basis set) on a structure of composition C18H23N4O4PdSe in a non-equilibrium geometry.

Geometry as ORCA input:
```
! wB97M-V def2-TZVPD RIJCOSX def2/J DEFGRID3
* xyz -1 1
Pd -0.3090 0.4753 -0.6011
Se 0.8630 -0.0887 1.7078
O -2.6219 1.3444 1.0095
O -0.3089 2.9443 -0.6477
O -3.2052 0.2239 -0.8290
O -0.6291 1.7410 -2.5073
N -0.8136 1.6825 3.1527
N 2.0386 0.6760 -1.3738
N -1.6241 -0.3417 3.0663
N 5.7268 -4.1708 -2.1455
C 0.0448 2.4765 -1.7516
C 1.4496 -2.0957 -2.7015
C 1.4717 2.8658 -2.2402
C 2.6976 -3.3826 -0.5765
C 4.6564 -3.7556 -1.9916
C 3.3728 -3.2532 -1.8114
C -0.0393 2.8214 2.7501
C -0.6142 0.4524 2.6386
C -0.5445 -1.6675 -1.2931
C 0.7601 -2.1925 -1.4574
C -1.8432 -1.6694 2.5721
C -2.2759 0.6865 0.0355
C 1.4405 -2.8798 -0.4119
C 2.4345 2.0800 -1.3528
C 2.7037 -2.6051 -2.8747
C -1.9826 1.6759 3.8582
C -2.4899 0.4222 3.8021
C -4.5533 0.5988 -0.5415
H -1.1453 -2.1159 -0.5001
H 1.5893 2.5863 -3.2904
H 3.4808 2.2290 -1.6797
H 3.2047 -2.5307 -3.8330
H -5.1753 0.1574 -1.3173
H -2.3738 2.5608 4.3190
H 2.3367 2.4422 -0.3221
H -0.0553 2.8849 1.6544
H 3.1983 -3.8981 0.2348
H 0.9378 -1.6167 -3.5281
H 0.9937 2.7068 3.0828
H 1.6341 3.9379 -2.1255
H -1.1007 -1.4636 -2.2114
H -0.4677 3.7226 3.1797
H -4.8341 0.2199 0.4480
H -4.6489 1.6864 -0.5345
H 0.9413 -3.0046 0.5400
H 2.0627 0.3192 -2.3299
H 2.6649 0.1063 -0.8084
H -2.2565 -1.6213 1.5594
H -0.8817 -2.1832 2.5242
H -3.3858 0.0132 4.2222
H -2.5260 -2.2020 3.2314
*
```

Output
- HOMO level (alpha / beta) (eV) = -3.0 / -2.8
- calculated total energy (hartree) = -3749.03717
- lowest unoccupied orbital energy (alpha / beta) (eV) = 2.7 / 2.7
- Kohn-Sham gap (alpha / beta) (eV) = 5.7 / 5.4


# 2
ORCA calculation (ωB97M-V with the def2-TZVPD basis set) on a structure of composition C18H23N5O3Rb in a non-equilibrium geometry.

Geometry as ORCA input:
```
! wB97M-V def2-TZVPD RIJCOSX def2/J DEFGRID3
* xyz 1 1
Rb -2.4519 0.4817 1.3608
O -0.4361 0.0535 -0.1894
O -2.3253 -1.6782 -0.5289
O -1.6728 -3.1997 -2.0792
N -5.3149 4.3283 1.0702
N -3.3659 3.2646 1.0234
N -0.0630 -1.8419 -1.2866
N -4.8613 0.7738 -0.0113
N -6.7486 1.9276 0.0929
C -5.8871 -0.0310 -0.4487
C 5.2030 -2.5542 2.0114
C -0.3880 -3.6927 -2.6090
C -3.1514 4.5690 1.4184
C 6.5932 -0.5329 0.8546
C 2.9584 -1.9362 1.6134
C -4.3587 5.2470 1.4592
C 4.9150 0.5813 -0.3271
C -4.6823 3.1405 0.7990
C -5.3908 1.9578 0.3114
C 5.0788 -0.4900 0.5345
C 1.9376 1.3035 -0.8837
C 0.7221 -2.8553 -2.0086
C 4.3073 -1.5392 1.2873
C 1.5856 0.1526 -1.7255
C 0.2981 -0.5044 -0.9588
C -1.4718 -2.2024 -1.2175
C -7.0774 0.6720 -0.3878
H -0.3015 -4.7502 -2.3216
H -7.3977 2.6934 0.2551
H 6.9886 0.3188 0.2847
H -4.5878 6.2643 1.7173
H 2.5307 2.1579 -1.3237
H 2.5254 -2.6080 0.7603
H -8.0789 0.3823 -0.6415
H -5.7072 -1.0434 -0.7768
H 6.7727 -0.3403 1.9203
H 5.8691 -3.0860 1.3393
H -6.3181 4.5002 0.9991
H -2.1659 4.9450 1.6438
H 4.4731 -3.2873 2.4036
H 2.1827 -1.0783 1.5833
H 5.7085 -2.0961 2.8542
H 4.8632 0.5473 -1.4157
H 2.1137 1.2100 0.3242
H 2.4225 -0.7997 -1.5717
H 1.3412 -3.4598 -1.3207
H 4.7593 1.5732 0.0905
H -0.3855 -3.5680 -3.7031
H 7.0608 -1.4551 0.4890
H 1.3792 -2.4153 -2.7644
*
```

Output
- HOMO level (alpha / beta) (eV) = -10.2 / -10.3
- energy relative to the best compared isomer or geometry (same formula, charge and spin) (kcal/mol) = 235.8
- calculated total energy (hartree) = -1222.75783
- lowest unoccupied orbital energy (alpha / beta) (eV) = -4.2 / -4.1
- Kohn-Sham gap (alpha / beta) (eV) = 6.0 / 6.2


# 3
ORCA calculation (ωB97M-V with the def2-TZVPD basis set) on an isolated molecule of C18H23NO.

Geometry as ORCA input:
```
! wB97M-V def2-TZVPD RIJCOSX def2/J DEFGRID3
* xyz 0 1
O -0.2946 1.6904 -1.9212
N 0.4568 -2.4771 0.1413
C 0.7881 1.7953 -2.8094
C -2.6373 1.1411 -0.6844
C -0.0739 -3.0696 1.3507
C 3.1465 1.9773 1.5907
C -0.5809 -1.8813 -0.6880
C -0.1592 0.7226 -0.8664
C 1.2571 -3.4322 -0.5970
C -0.0845 -0.6877 -1.5145
C -1.4376 0.8474 -0.0501
C -2.6110 0.7251 2.0478
C 2.2252 2.8894 1.1029
C -3.8115 1.2333 0.0417
C -1.4346 0.6398 1.3243
C 1.9462 0.1977 0.5049
C -3.8029 1.0231 1.4097
C 1.0271 1.1079 0.0043
C 2.9975 0.6342 1.2952
C 1.1721 2.4564 0.3204
H -1.3986 -1.5554 -0.0438
H -0.9927 -2.6336 -1.3823
H 0.9384 -0.8718 -1.8445
H 3.9713 2.3126 2.2028
H 1.8212 -0.8552 0.3102
H -0.5084 0.4083 1.8294
H 0.7539 -3.4381 1.9560
H 2.0858 -3.7637 0.0280
H 2.3258 3.9397 1.3355
H -0.7194 -0.6238 -2.4020
H -2.6400 1.3107 -1.7491
H -4.7198 1.0922 1.9768
H 3.7054 -0.0850 1.6820
H 0.4485 3.1623 -0.0609
H 0.6072 2.6981 -3.3918
H -2.5954 0.5600 3.1156
H 0.8460 0.9399 -3.4925
H 1.6655 -2.9591 -1.4883
H 0.6774 -4.3163 -0.9080
H -4.7374 1.4675 -0.4634
H 1.7426 1.8945 -2.2814
H -0.7592 -3.9081 1.1508
H -0.6070 -2.3088 1.9182
*
```

Output
- HOMO level (eV) = -8.6
- energy relative to the best compared isomer or geometry (same formula, charge and spin) (kcal/mol) = 28.1
- calculated total energy (hartree) = -829.65871
- lowest unoccupied orbital energy (eV) = 0.8
- SMILES = COC(CCN(C)C)(c1ccccc1)c1ccccc1
- Kohn-Sham gap (eV) = 9.4


# 4
ORCA calculation (ωB97M-V with the def2-TZVPD basis set) on an isolated molecule of C18H23NO2.

Geometry as ORCA input:
```
! wB97M-V def2-TZVPD RIJCOSX def2/J DEFGRID3
* xyz 0 1
O -0.1588 0.5710 1.4172
O 1.6675 -1.0072 -1.1987
N 3.4698 1.2045 -0.0044
C -3.1030 3.0186 -0.2986
C -1.0562 -3.9293 -0.5477
C -1.3090 -2.8272 -1.3458
C -1.4349 -0.0337 1.2449
C -2.4370 0.8669 0.5457
C 0.6584 0.6847 0.2704
C -2.1650 2.2081 0.3177
C 4.5596 1.7847 0.7516
C -1.4477 -1.5706 -0.7769
C -1.0881 -2.5178 1.3918
C -4.3265 2.5002 -0.6834
C -3.6761 0.3559 0.1737
C 3.0710 -0.0854 0.5277
C -1.3394 -1.4033 0.5996
C 1.6465 -0.4957 0.1187
C -4.6132 1.1672 -0.4386
C 3.7937 1.1393 -1.4152
C -0.9470 -3.7713 0.8239
H -5.0578 3.1322 -1.1653
H -0.9480 -4.9071 -0.9924
H -1.7802 -0.1656 2.2813
H 4.2572 1.9033 1.7913
H -0.7530 -4.6273 1.4531
H 3.9376 2.1509 -1.7935
H 1.3339 -1.2949 0.8089
H -2.8761 4.0599 -0.4747
H 4.7084 0.5570 -1.6067
H -1.4000 -2.9427 -2.4161
H 0.8033 -1.3927 -1.3931
H 0.0578 0.7775 -0.6408
H -1.2183 2.6182 0.6342
H -1.6646 -0.7200 -1.4082
H -3.9052 -0.6828 0.3665
H 3.7578 -0.8912 0.2196
H 5.4776 1.1765 0.7181
H 2.9703 0.6718 -1.9460
H 3.0813 -0.0158 1.6174
H -5.5712 0.7580 -0.7244
H 4.7845 2.7687 0.3420
H 1.2393 1.6031 0.3936
H -0.9992 -2.3966 2.4618
*
```

Output
- HOMO level (eV) = -8.4
- energy relative to the best compared isomer or geometry (same formula, charge and spin) (kcal/mol) = 37.2
- calculated total energy (hartree) = -904.89808
- lowest unoccupied orbital energy (eV) = 0.8
- SMILES = CN(C)C[C@H](O)COC(c1ccccc1)c1ccccc1
- Kohn-Sham gap (eV) = 9.2


Which formula does entry 3 have?
C18H23NO


Which of these has the highest calculated total energy?
C18H23NO


Which of these has the highest calculated total energy?
C18H23NO


The lowest calculated total energy belongs to which entry?
C18H23N4O4PdSe